Entry 1:
Below is an isolated molecule of C2H4N2O2, with properties calculated with ωB97M-V with the def2-TZVPD basis set.

CARTESIAN COORDINATES (ANGSTROEM)
N 1.941 -0.350 0.103
N 1.384 0.813 -0.093
C 0.046 1.002 0.210
O -0.516 -0.281 0.439
C -1.759 -0.425 -0.065
O -2.657 0.485 -0.007
H 2.904 -0.291 -0.163
H 1.433 -1.294 -0.308
H -0.548 1.819 0.102
H -2.229 -1.478 -0.219

The calculation puts the HOMO energy at -8.9 eV. As for the SMILES: N/N=C\OC=O. For the gap between HOMO and LUMO, the calculation gives 9.51 eV. Its electronic energy is -9210.8055 eV. The energy above the lowest of the compared OMol25 structures with the same formula, charge and spin comes out at 426.2 kJ/mol.


Entry 2:
Below is a structure of composition C49H58N4O9S3SbTl, with properties calculated with ωB97M-V with the def2-TZVPD basis set.

CARTESIAN COORDINATES (ANGSTROEM)
Tl -0.761 1.463 -0.145
C 5.773 2.093 -1.858
C 5.239 3.281 -2.662
C 4.888 4.431 -1.708
C 4.065 3.029 -3.626
C 3.925 3.936 -4.594
C 2.891 3.887 -5.672
C 1.796 2.895 -5.337
C 2.255 1.662 -4.605
C 1.499 0.389 -4.928
C 0.027 0.613 -5.296
C 2.212 -0.330 -6.087
C 3.203 1.809 -3.649
N 3.378 0.906 -2.591
C 3.478 -0.334 -2.800
C 3.698 -1.439 -1.828
C 4.954 -2.029 -1.968
C 5.308 -3.196 -1.314
C 4.358 -3.838 -0.540
C 3.110 -3.261 -0.373
C 2.783 -2.043 -0.960
N 1.460 -1.565 -0.756
C 0.636 -1.762 0.567
C 1.497 -1.905 1.860
C 0.900 -2.419 2.929
C -0.365 -3.231 2.919
C -0.670 -3.647 1.512
C -0.226 -3.069 0.395
C -0.726 -3.767 -0.890
C -2.051 -3.143 -1.354
C 0.209 -3.967 -2.088
C 2.867 -1.236 2.057
C 2.858 -0.179 3.172
C 3.949 -2.250 2.466
H 6.701 2.392 -1.366
H 5.992 1.239 -2.500
H 5.062 1.786 -1.095
H 6.059 3.618 -3.301
H 4.128 4.112 -0.991
H 4.512 5.293 -2.259
H 5.777 4.738 -1.153
H 4.606 4.780 -4.655
H 3.357 3.678 -6.638
H 1.243 2.637 -6.238
H 1.510 -0.267 -4.058
H -0.089 1.043 -6.293
H -0.458 1.272 -4.575
H -0.496 -0.344 -5.292
H 2.191 0.291 -6.987
H 1.708 -1.273 -6.310
H 3.256 -0.541 -5.850
H 3.628 -0.707 -3.818
H 5.672 -1.552 -2.628
H 6.296 -3.619 -1.441
H 4.582 -4.785 -0.067
H 2.353 -3.762 0.218
H 1.408 -2.360 3.888
H -0.155 -4.138 3.499
H -1.288 -4.540 1.425
H -0.961 -4.779 -0.554
H -1.917 -2.095 -1.618
H -2.799 -3.205 -0.560
H -2.430 -3.672 -2.233
H 0.311 -3.080 -2.708
H -0.218 -4.750 -2.719
H 1.200 -4.300 -1.784
H 3.163 -0.755 1.121
H 2.889 -0.662 4.151
H 1.970 0.440 3.144
H 3.741 0.460 3.094
H 3.637 -2.758 3.381
H 4.886 -1.723 2.665
H 4.144 -3.004 1.714
O 1.842 1.792 1.106
H 1.414 1.822 1.972
H 2.054 0.859 0.966
O -2.978 -0.214 0.430
H -2.182 -0.792 0.569
H -3.295 -0.420 -0.457
O -0.124 -0.526 -1.888
N 0.995 -0.999 -1.860
O -0.151 1.472 2.957
N -0.962 0.675 2.630
O -0.985 -0.379 3.478
O -0.073 -0.644 0.750
O 0.901 3.654 -4.478
S 1.096 5.290 -4.605
O -0.061 5.852 -5.243
O 2.209 5.137 -5.811
S -3.117 3.605 0.492
S -2.691 3.250 2.388
Sb -3.876 1.092 2.967
C -5.086 1.960 4.501
C -6.464 2.073 4.347
C -7.207 2.811 5.261
C -6.577 3.443 6.322
C -5.203 3.325 6.486
C -4.459 2.591 5.575
C -3.278 -0.752 3.838
C -2.066 -1.299 3.123
C -1.679 -2.692 3.551
C -1.760 -2.812 5.050
C -2.648 -2.105 5.755
C -3.484 -1.085 5.118
C -5.391 0.641 1.565
C -5.962 1.676 0.830
C -6.831 1.373 -0.212
C -7.129 0.052 -0.512
C -6.569 -0.977 0.237
C -5.692 -0.684 1.269
H -6.959 1.595 3.511
H -8.278 2.901 5.134
H -7.155 4.036 7.020
H -4.709 3.818 7.313
H -3.382 2.519 5.690
H -2.198 -1.292 2.042
H -2.465 -3.341 3.139
H -1.143 -3.563 5.535
H -2.755 -2.251 6.823
H -4.256 -0.599 5.707
H -5.726 2.708 1.052
H -7.257 2.177 -0.799
H -7.795 -0.180 -1.332
H -6.808 -2.007 0.007
H -5.232 -1.484 1.839

The calculation puts the HOMO energy at -6.8 eV. For the gap between HOMO and LUMO, the calculation gives 5.86 eV. Its electronic energy is -119868.5924 eV. The energy above the lowest of the compared OMol25 structures with the same formula, charge and spin comes out at 395.0 kJ/mol.